ORCA calculation (the ωB97M-V functional and the def2-TZVPD basis) on a structure of composition C28H42N4O4RuSSb2.

The geometry in XYZ format:
```
82
Properties=species:S:1:pos:R:3:forces:R:3
Sb 1.1096 1.4975 -1.6841 0.1 0.0 -0.4
Sb 0.1671 1.7275 1.9250 0.0 0.3 -0.4
Ru 0.5194 -0.1812 0.2233 -0.2 0.1 0.9
S 0.4175 -3.2428 1.2982 0.2 0.1 -0.2
O 4.3374 -0.7711 1.4738 -0.2 0.1 0.0
O 0.7313 -4.0433 2.4450 0.0 0.0 0.0
O 2.5156 0.0309 0.4549 0.2 0.0 0.0
O -0.9392 -3.2535 0.8062 -0.1 0.2 0.0
N 0.8588 -1.6890 1.5826 -0.1 -0.2 0.1
N -1.4338 -0.5345 -0.1151 -0.2 -0.2 0.3
N -3.6359 -1.1106 0.5217 0.1 -0.1 0.0
N -1.9694 -0.8413 2.1291 0.0 -0.1 -0.2
C 2.1925 -1.5676 2.2030 -0.2 0.1 0.0
C -0.4243 5.5345 0.5136 -0.1 -0.1 0.0
C 0.9390 3.7277 1.5583 0.2 -0.2 0.1
C 1.2597 1.5228 3.7484 -0.2 -0.2 -0.3
C 1.1333 4.3654 -0.8966 0.0 0.1 0.0
C 2.9419 -4.7105 -2.2035 0.0 0.0 0.0
C 3.7522 -5.1991 -3.3716 0.0 0.0 0.0
C 2.6346 -5.5469 -1.1348 0.0 0.0 0.0
C -2.7858 -1.4772 3.1651 0.0 0.0 0.0
C -1.8303 2.4439 2.1795 0.3 -0.2 -0.1
C -4.2376 -1.1573 2.9043 0.0 0.0 0.0
C 1.8935 -5.0924 -0.0534 0.1 0.0 0.1
C 2.5584 0.6039 -2.9499 -0.1 -0.1 0.0
C -0.8070 6.3446 -0.5432 0.0 0.0 0.1
C 1.7419 -2.9342 -1.0975 0.0 -0.1 0.0
C 3.1411 -0.7411 1.3362 0.1 0.1 -0.1
C -2.3540 -0.8484 0.8254 0.1 0.1 -0.2
C 0.7557 5.1983 -1.9478 0.0 0.0 0.0
C 2.1327 3.2853 -1.1312 0.1 -0.1 0.1
C -0.3011 2.2132 -3.1037 0.0 0.0 0.0
C 2.4842 -3.3926 -2.1682 0.0 0.0 0.0
C -1.7881 -0.9130 -1.4868 0.0 0.0 0.0
C -4.1181 -1.2012 -0.8585 0.0 0.0 0.0
C 1.4483 -3.7799 -0.0372 0.0 0.0 0.0
C -3.1993 -0.4686 -1.8056 0.0 0.0 0.0
C -4.5748 -1.6485 1.5158 0.1 0.0 -0.1
C -0.2081 6.1787 -1.7817 0.0 0.0 -0.1
C 0.5380 4.5351 0.3588 -0.2 0.0 0.1
H 1.4162 -1.8934 -1.1080 0.0 0.1 0.0
H 1.6704 -5.7441 0.7821 0.0 0.0 0.0
H 0.2229 2.7827 -3.8711 0.0 0.0 0.0
H 3.4139 0.3258 -2.3373 0.0 0.0 0.0
H 2.1484 -0.2885 -3.4210 0.0 0.0 0.0
H -3.2823 0.6120 -1.6653 0.0 0.0 0.0
H 2.8284 3.5193 -1.9360 -0.1 0.0 0.0
H 1.2451 5.0854 -2.9097 0.0 0.0 0.0
H -1.0382 2.8548 -2.6222 0.0 0.0 0.0
H -2.4568 -1.1007 4.1327 0.0 0.0 0.0
H -4.4039 -0.0795 2.9697 0.0 0.0 0.0
H -2.6215 -2.5586 3.1459 0.0 0.0 0.0
H 3.9569 -6.2653 -3.2939 0.0 0.0 0.0
H -1.8479 3.2333 2.9288 0.0 0.0 0.0
H -4.8798 -1.6413 3.6380 0.0 0.0 0.0
H -2.0412 2.8676 1.1960 -0.2 0.0 0.1
H -1.5556 7.1120 -0.3946 0.0 0.0 0.0
H 2.9858 -6.5720 -1.1438 0.0 0.0 0.0
H -5.5730 -1.3332 1.2161 0.0 0.0 0.0
H 2.2497 1.2260 3.4011 0.1 0.1 0.2
H 2.1039 -1.0532 3.1633 0.0 0.0 0.0
H -4.1739 -2.2586 -1.1347 0.0 0.0 0.0
H -4.5446 -2.7419 1.4783 0.0 0.0 0.0
H 0.5391 4.2048 2.4559 0.1 0.1 0.0
H -5.1303 -0.7988 -0.8823 0.0 0.0 0.0
H 3.2271 -5.0205 -4.3112 0.0 0.0 0.0
H -3.4710 -0.7005 -2.8351 0.0 0.0 0.0
H -0.8719 5.6874 1.4901 0.0 0.0 0.0
H -0.4812 6.8168 -2.6126 0.0 0.0 0.0
H 2.0236 3.6771 1.6776 0.0 0.0 0.0
H 1.3010 2.4965 4.2312 0.0 0.0 0.0
H -0.9845 -1.0817 2.1991 0.2 0.0 0.0
H -0.8036 1.3657 -3.5695 0.0 0.0 0.0
H -2.5228 1.6459 2.4257 0.0 0.0 0.0
H -1.0683 -0.4539 -2.1618 0.0 0.0 0.0
H 2.7165 3.0404 -0.2446 0.0 0.0 0.0
H -1.6936 -1.9987 -1.5955 0.0 0.0 0.0
H 2.8549 1.3163 -3.7179 0.0 0.0 0.0
H 4.7085 -4.6751 -3.4252 0.0 0.0 0.0
H 2.6485 -2.5319 2.4140 0.0 -0.1 0.0
H 2.7272 -2.7202 -2.9831 0.0 0.0 0.0
H 0.8614 0.7782 4.4330 0.0 0.0 -0.1
```
Forces are in eV/Å.

Its gap between HOMO and LUMO (spin up / spin down) is 7.2 / 7.0 eV. The calculation puts the molecular weight at 875.33 g/mol. Its spin multiplicity is 2. For the largest force on an atom, the calculation gives 0.97 eV/A. As for the expectation value of S²: 0.759. The total energy is -70355.3865 eV. The total charge is +1. The calculation puts the lowest unoccupied orbital energy (spin up / spin down) at -3.755 / -4.054 eV. Its energy relative to the best compared isomer or geometry (same formula, charge and spin) is 13.0 kcal/mol.